#w
Molecular formula: H2
Method: DFT, ωB97M-V/def2-TZVPD

## Properties
LUMO in eV: -3.07
HOMO-LUMO gap in Ha: 0.2497
Highest occupied orbital energy in eV: -9.9

Geometry (Å):
H -0.9380 0.5642 0.4659
H 0.9380 -0.5642 -0.4659

#x
Molecular formula: H2
Method: DFT, ωB97M-V/def2-TZVPD

## Properties
LUMO in eV: -0.88
HOMO-LUMO gap in Ha: 0.3801
Highest occupied orbital energy in eV: -11.2

Geometry (Å):
H -0.6507 0.2882 0.3591
H 0.6507 -0.2882 -0.3591

List of relative energies, unit kcal/mol: #w 56.6; #x 0.0

#w
Molecular formula: C3H3BrO
Method: DFT, ωB97M-V/def2-TZVPD

## Properties
LUMO in eV: 0.27
HOMO-LUMO gap in Ha: 0.3275
Highest occupied orbital energy in eV: -8.6

Geometry (Å):
C 0.9523 0.1332 -0.8248
C 0.4082 -0.3917 0.2457
C -0.3221 -0.8214 1.2480
O -1.4020 1.7670 -0.7531
Br -0.0983 1.5538 -1.6694
H 1.9428 -0.0413 -1.4406
H -0.4504 -0.6221 2.3440
H -1.0304 -1.5775 0.8502

#x
Molecular formula: C3H3BrO
Method: DFT, ωB97M-V/def2-TZVPD

## Properties
LUMO (spin up / spin down) in eV: -1.47 / -1.45
HOMO-LUMO gap (spin up / spin down) in Ha: 0.2468 / 0.2477
Highest occupied orbital energy (spin up / spin down) in eV: -8.2 / -8.2

Geometry (Å):
C -1.0041 0.2064 -0.0324
C -0.0866 -0.7883 0.0056
C 1.1440 -0.5443 -0.4146
O 0.3528 1.8850 0.0015
Br 2.8360 -0.8641 0.0293
H -1.9631 0.5961 0.4380
H -0.7433 1.3534 -0.1690
H -0.5358 -1.8442 0.1416

#y
Molecular formula: C3H3BrO
Method: DFT, ωB97M-V/def2-TZVPD

## Properties
LUMO in eV: 0.67
HOMO-LUMO gap in Ha: 0.4010
Highest occupied orbital energy in eV: -10.2

Geometry (Å):
C -1.5449 1.3258 -0.2838
C -0.6812 0.5246 -0.1931
C 0.7431 -0.3605 -0.2155
O 0.3913 -1.6185 0.2586
Br 2.0689 0.7981 0.5668
H -2.5157 1.8355 -0.0872
H 0.9793 -0.5552 -1.2459
H 0.5591 -1.9497 1.2002

List of relative energies, unit kcal/mol: #w 63.7; #x 156.6; #y 0.0

#w
Molecular formula: C13H30FO11S3Tl
Method: DFT, ωB97M-V/def2-TZVPD

## Properties
Total charge: +2
LUMO in eV: -13.99
HOMO-LUMO gap in Ha: 0.0730
Highest occupied orbital energy in eV: -16.0

Geometry (Å):
Tl -1.9401 2.4004 3.4161
F -0.1257 1.2974 1.5686
O 3.5956 -0.0831 3.8176
C 3.5960 -0.3960 2.6777
O 3.6091 -1.6594 2.2930
C 3.5417 -1.8109 0.8914
C 3.8361 -0.4674 0.2608
C 3.5705 0.5485 1.4211
H 2.5350 -2.1662 0.6307
H 4.1927 -2.5814 0.4706
H 3.2175 -0.1968 -0.5889
H 4.8878 -0.2985 0.0309
H 2.5841 1.0048 1.3845
H 4.4623 1.1457 1.5940
O -4.2869 0.0309 -3.0156
S -4.0925 -0.0486 -1.5985
O -5.1084 0.2505 -0.6295
O -3.5927 -1.5502 -1.2908
C -4.5585 -2.5893 -1.0600
C -4.0976 -3.9454 -1.5576
C -2.5609 0.8008 -1.1332
H -5.4743 -2.3151 -1.5951
H -4.7643 -2.6246 0.0194
H -3.1549 -3.9989 -2.1058
H -4.8629 -4.3384 -2.2304
H -3.9526 -4.6858 -0.7689
H -1.8826 0.4622 -1.9138
H -2.4314 0.5802 -0.0811
H -2.6624 1.8790 -1.2411
O -0.2748 4.3205 1.7210
S 0.1852 4.9554 0.5005
O -0.0956 6.3408 0.2829
O 1.7607 4.8229 0.4628
C 2.4251 3.6128 0.8977
C 3.8878 4.0324 1.0453
C -0.3082 3.9722 -0.9674
H 2.2242 2.7636 0.2456
H 2.0257 3.4093 1.8979
H 4.3552 3.9427 0.0598
H 4.4816 3.3803 1.6871
H 3.9989 5.0569 1.3815
H -1.3673 4.2021 -1.0155
H 0.0277 2.9488 -0.8355
H 0.3067 4.4207 -1.7451
O -1.7727 -4.1550 0.9320
S -0.7148 -3.2309 1.1877
O 0.1236 -3.3780 2.3413
O 0.3236 -3.2775 -0.0869
C -0.3186 -3.1622 -1.3931
C 0.3677 -2.0760 -2.1808
C -1.3655 -1.5457 1.0327
H -1.3738 -2.9134 -1.2404
H -0.2456 -4.1451 -1.8592
H 1.3783 -2.3637 -2.4713
H 0.5144 -1.1518 -1.6051
H -0.2493 -1.7326 -3.0125
H -2.4503 -1.5762 1.0499
H -0.9519 -1.1207 0.1248
H -0.9777 -0.9971 1.8962

#x
Molecular formula: C13H30FO11S3Tl
Method: DFT, ωB97M-V/def2-TZVPD

## Properties
Total charge: +2
LUMO in eV: -13.97
HOMO-LUMO gap in Ha: 0.0833
Highest occupied orbital energy in eV: -16.2

Geometry (Å):
Tl 9.0402 -0.5919 -10.5792
F 9.8936 -0.8901 -8.0360
O 6.2004 -3.2332 -3.1230
C 6.8859 -3.1177 -4.0766
O 7.5402 -1.9896 -4.4303
C 8.2058 -2.2363 -5.6716
C 8.5595 -3.7216 -5.6108
C 7.2237 -4.2792 -5.0294
H 9.1701 -1.7115 -5.5883
H 7.6128 -2.0338 -6.5572
H 9.3701 -3.9091 -4.9069
H 8.8756 -4.0930 -6.5874
H 7.3219 -5.2332 -4.5201
H 6.4455 -4.3461 -5.7940
O 10.4170 4.1651 -8.9392
S 10.5909 2.7872 -8.7059
O 10.0697 1.8338 -9.6416
O 12.1036 2.4071 -8.4633
C 13.0190 3.5044 -8.1579
C 13.0624 3.7963 -6.6584
C 9.8887 2.3669 -7.1133
H 12.7491 4.4033 -8.7047
H 13.9772 3.0797 -8.4470
H 13.9833 4.3129 -6.4063
H 12.9588 2.8545 -6.1115
H 12.2020 4.3707 -6.3073
H 10.4138 1.5168 -6.6931
H 8.8509 2.1308 -7.3455
H 9.9077 3.2139 -6.4326
O 13.9380 -2.2476 -5.7569
S 12.7903 -2.2132 -4.9240
O 11.8257 -3.2777 -4.9864
O 13.3044 -2.0610 -3.4523
C 12.2947 -1.9695 -2.3826
C 13.0996 -1.8197 -1.1073
C 12.0004 -0.6473 -5.1963
H 11.8360 -2.9558 -2.3958
H 11.6139 -1.1334 -2.5220
H 13.7341 -2.6826 -0.9382
H 12.3763 -1.8202 -0.2829
H 13.5671 -0.8404 -1.0521
H 10.9560 -0.5867 -4.9086
H 11.9280 -0.6214 -6.2929
H 12.6880 0.1267 -4.8739
O 12.8433 -4.2319 -10.6695
S 11.8414 -3.5932 -9.9194
O 10.8210 -2.8500 -10.5878
O 11.0242 -4.6435 -9.0039
C 11.6727 -5.8867 -8.6527
C 11.6349 -6.0499 -7.1455
C 12.4195 -2.5067 -8.6350
H 12.7122 -5.8783 -8.9820
H 11.1004 -6.6360 -9.2240
H 12.1733 -5.1542 -6.8129
H 12.2409 -6.8842 -6.7963
H 10.6533 -6.1047 -6.6839
H 13.2697 -2.9235 -8.0924
H 11.5870 -2.3205 -7.9685
H 12.8266 -1.6613 -9.1953

List of relative energies, unit kcal/mol: #w 34.7; #x 0.0

#w
Molecular formula: C26H30N6O3
Method: DFT, ωB97M-V/def2-TZVPD

## Properties
LUMO in eV: 0.37
HOMO-LUMO gap in Ha: 0.3020
Highest occupied orbital energy in eV: -7.8

Geometry (Å):
C 4.5430 -2.4165 -4.7603
H 3.8498 -3.1800 -4.3945
O 3.8785 -1.2093 -5.0454
C 3.2551 -0.5579 -4.0241
C 3.1781 -1.0089 -2.7218
C 2.5099 -0.2523 -1.7513
C 1.9317 0.9785 -2.1036
C 2.0023 1.4203 -3.4271
C 2.6510 0.6629 -4.3697
H 2.7163 0.9872 -5.3960
H 1.5461 2.3595 -3.7023
N 1.3299 1.7246 -1.1267
C 1.2139 1.3689 0.1945
O 0.7617 2.1675 1.0043
C 1.6863 0.0290 0.5179
C 2.3484 -0.6999 -0.4074
H 2.7423 -1.6723 -0.1473
C 1.3729 -0.4970 1.8992
N -0.0142 -0.8192 2.1040
C -0.9119 0.1703 2.6179
C -1.5999 1.0513 1.6246
N -2.1569 0.6890 0.4898
N -2.6805 1.7820 -0.0499
N -2.4885 2.7916 0.6917
N -1.8099 2.3834 1.7650
C -1.4415 3.2818 2.8112
H -0.4745 2.9703 3.2088
H -1.3482 4.2780 2.3749
C -2.5099 3.3016 3.9216
C -3.8570 3.8592 3.4292
H -3.9975 4.8957 3.7262
C -4.8760 2.9143 4.0639
H -5.7927 2.8259 3.4868
C -4.0836 1.6108 4.1042
H -4.4133 0.9157 4.8779
H -4.1269 1.1034 3.1291
O -2.7524 1.9872 4.4075
H -5.1171 3.2350 5.0780
H -3.9095 3.7967 2.3406
H -2.1119 3.8906 4.7587
H -1.6948 -0.3351 3.2000
H -0.3609 0.8137 3.3101
C -0.5222 -2.0745 1.5942
C -0.1680 -2.4036 0.1629
C 0.6432 -3.4903 -0.1299
C 0.9548 -3.8110 -1.4408
C 0.4687 -3.0491 -2.4923
C -0.3376 -1.9556 -2.1957
C -0.6600 -1.6413 -0.8909
H -1.3022 -0.8004 -0.6757
H -0.7255 -1.3501 -3.0026
C 0.7747 -3.3955 -3.9185
H 1.1990 -2.5372 -4.4379
H 1.4708 -4.2296 -3.9790
H -0.1401 -3.6765 -4.4398
H 1.5807 -4.6698 -1.6448
H 1.0324 -4.1018 0.6738
H -0.1457 -2.8886 2.2372
H -1.6102 -2.0474 1.6822
H 1.6579 0.2604 2.6377
H 1.9637 -1.4032 2.0764
H 0.9495 2.6303 -1.3765
H 3.6103 -1.9490 -2.4195
H 4.9756 -2.7445 -5.7040
H 5.3421 -2.2695 -4.0265

#x
Molecular formula: C26H30N6O3
Method: DFT, ωB97M-V/def2-TZVPD

## Properties
LUMO in eV: 0.38
HOMO-LUMO gap in Ha: 0.2930
Highest occupied orbital energy in eV: -7.6

Geometry (Å):
C -7.8296 -1.5446 0.3700
H -8.0286 -0.5096 0.6657
O -6.5662 -1.9762 0.8171
C -5.4595 -1.3292 0.3738
C -5.4620 -0.2488 -0.5028
C -4.2698 0.3416 -0.8857
C -3.0631 -0.1293 -0.3901
C -3.0549 -1.2278 0.4683
C -4.2376 -1.8176 0.8468
H -4.2487 -2.6645 1.5138
H -2.1092 -1.6065 0.8224
N -1.8333 0.4424 -0.7562
C -1.5089 1.7523 -0.8715
C -0.1567 1.7780 -1.2130
C 0.8483 2.7548 -1.4646
N 2.0575 2.3775 -1.7611
N 2.4155 1.1091 -1.8665
C 1.5764 0.1098 -1.6489
N 2.0514 -1.1483 -1.8094
C 3.4477 -1.3411 -2.1523
H 3.5507 -1.3892 -3.2440
H 3.9967 -0.4610 -1.8095
C 3.9989 -2.6206 -1.5223
H 5.0877 -2.5642 -1.4982
H 3.7256 -3.4892 -2.1250
C 3.4663 -2.8277 -0.0959
C 4.0693 -1.7450 0.8029
O 5.1114 -1.9328 1.3989
N 3.3982 -0.5792 0.8477
H 2.5393 -0.4714 0.3354
C 3.8677 0.5768 1.5671
H 3.7906 1.4536 0.9175
H 4.9146 0.3966 1.8207
C 3.0616 0.8025 2.8585
C 1.6185 1.0507 2.5844
C 0.5500 0.2040 2.5136
C -0.5824 1.0102 2.2405
C -0.1161 2.2836 2.1557
O 1.2110 2.3177 2.3599
H -0.6086 3.2183 1.9770
H -1.5973 0.6834 2.1372
H 0.5639 -0.8575 2.6570
H 3.1589 -0.0806 3.4915
H 3.4768 1.6648 3.3815
C 1.9282 -2.8998 -0.1034
H 1.5229 -2.3548 0.7509
C 1.3403 -2.3325 -1.4066
H 1.4303 -3.0740 -2.2076
H 0.2857 -2.0909 -1.2753
H 1.6069 -3.9378 -0.0056
H 3.8784 -3.7688 0.2809
C 0.2249 0.4057 -1.2813
N -0.8066 -0.3797 -0.9840
C 0.5887 4.2252 -1.3955
H 0.3748 4.5250 -0.3697
H 1.4754 4.7528 -1.7348
H -0.2587 4.4972 -2.0228
C -2.4528 2.8653 -0.6027
H -2.9597 3.1803 -1.5164
H -1.9070 3.7214 -0.2166
H -3.2041 2.5653 0.1260
H -4.2895 1.1547 -1.5935
H -6.3841 0.1389 -0.9052
H -7.9250 -1.6389 -0.7163
H -8.5517 -2.2011 0.8523

List of relative energies, unit kcal/mol: #w 0.0; #x 7.1

#w
Molecular formula: C5H7NS
Method: DFT, ωB97M-V/def2-TZVPD

## Properties
LUMO in eV: -0.03
HOMO-LUMO gap in Ha: 0.3156
Highest occupied orbital energy in eV: -8.6

Geometry (Å):
C 0.1006 -0.2210 -0.1376
C -0.6709 -0.5216 1.0604
C -1.8691 -0.0745 1.3889
C 1.5925 -0.2729 0.1161
C 2.5246 0.3459 -0.7036
H -1.7251 0.9428 -2.7871
H -0.3193 -1.4360 1.6240
H -2.4319 -0.5113 2.2319
H -2.4130 0.7750 1.0028
H 1.7980 -0.7363 1.0826
H 3.6301 0.4406 -0.3039
H 2.1499 0.5934 -1.7160
N -0.3041 0.1890 -1.2881
S -2.0624 0.4868 -1.5703

#x
Molecular formula: C5H7NS
Method: DFT, ωB97M-V/def2-TZVPD

## Properties
LUMO in eV: 0.86
HOMO-LUMO gap in Ha: 0.3192
Highest occupied orbital energy in eV: -7.8

Geometry (Å):
C 0.8602 -2.3741 1.6495
C 0.3820 -1.1796 0.7988
C 0.9102 -0.2810 -0.1531
C -0.1563 0.5471 -0.5240
C -1.2993 0.1030 0.0347
H 0.1327 -3.3419 1.5411
H 0.8379 -2.0668 2.7484
H 1.9151 -2.5036 1.5166
H 1.9631 -0.3215 -0.5341
H -1.0502 2.6504 -1.3195
H -2.2724 0.2833 -0.1154
H -1.2752 -1.4246 1.7751
N -0.9435 -0.9937 0.7813
S 0.1358 2.0493 -1.3698

#y
Molecular formula: C5H7NS
Method: DFT, ωB97M-V/def2-TZVPD

## Properties
LUMO in eV: -0.27
HOMO-LUMO gap in Ha: 0.3043
Highest occupied orbital energy in eV: -8.5

Geometry (Å):
C 0.6200 0.0173 -0.0802
C -0.0776 1.2588 0.6022
C -1.4207 1.1841 -0.3874
C -1.5347 -1.1172 0.5843
C -0.4745 -0.9346 -0.3483
H 0.5725 2.2223 0.5702
H -0.1790 0.8957 1.7725
H -1.1103 1.6658 -1.4461
H -2.4165 1.6981 -0.2573
H -1.3474 -0.6435 1.6264
H -1.9887 -2.1017 0.7109
H -0.1376 -1.7840 -0.9686
N -1.7307 -0.2559 -0.4459
S 2.2529 -0.1632 -0.0694

List of relative energies, unit kcal/mol: #w 28.1; #x 0.0; #y 43.7

#w
Molecular formula: C7H10O2
Method: DFT, ωB97M-V/def2-TZVPD

## Properties
LUMO in eV: -0.08
HOMO-LUMO gap in Ha: 0.2952
Highest occupied orbital energy in eV: -8.1

Geometry (Å):
C -0.7926 -0.1911 0.0415
C 0.6007 0.2180 1.5200
C -0.7330 -1.0011 -1.2204
C -2.1898 0.1096 0.5145
C 0.1765 1.0872 0.3124
C 1.7258 0.8452 -0.2313
C 2.4472 -0.2444 -0.4791
O -0.0120 -0.8767 1.2143
O -0.2322 2.2759 0.2670
H 1.1586 0.3018 2.4543
H 2.1179 1.8319 -0.4549
H 0.2825 -1.2247 -1.5341
H -1.2894 -1.9344 -1.1106
H -2.8058 -0.7904 0.5543
H -2.6243 0.8163 -0.1941
H -2.1786 0.6021 1.4855
H -1.2065 -0.4156 -2.0110
H 2.1355 -1.2372 -0.1765
H 3.4194 -0.1724 -0.9518

#x
Molecular formula: C7H10O2
Method: DFT, ωB97M-V/def2-TZVPD

## Properties
LUMO in eV: 0.51
HOMO-LUMO gap in Ha: 0.3682
Highest occupied orbital energy in eV: -9.5

Geometry (Å):
C 2.1803 -0.4715 -1.1063
C 0.8375 -0.3137 -0.6328
C 0.0669 1.0448 -0.5072
C -1.3940 0.8456 -0.6324
C -1.6942 -0.6202 -0.5027
C 0.2178 -1.0090 0.4936
C 0.8308 0.0870 1.4459
H 2.3953 0.4722 -1.8308
H 2.3687 -1.5123 -1.1785
H 0.4846 1.9465 -1.1484
H -1.8987 1.8715 -0.2219
H -1.5571 1.3634 -1.6296
H -2.6226 -0.7866 -0.4205
H -1.4704 -0.8025 -1.6004
H 0.7012 -2.0593 0.6128
H 1.9759 0.0292 1.3302
H 0.4108 0.2155 2.6565
O -1.1448 -1.2189 0.5683
O 0.2625 1.4544 0.9420

List of relative energies, unit kcal/mol: #w 0.0; #x 52.9